Entry 1:
58
Properties=species:S:1:pos:R:3:nbo_charge:R:1 method="wB97M-V/def2-TZVPD" total_energy_ha=-1341.06228 homo_lumo_gap_ev=9.28 homo_energy_ev=-8.6 molar_mass_g_mol=394.5 de_lowest_kcal_mol=38.8 total_charge=0 smiles="CCOC(=O)N1CCN(C(=O)c2cc(OCC)c(OCC)c(OCC)c2)CC1"
O -0.5404 0.5479 3.0709 -0.611
O -4.9223 -0.0839 -2.0245 -0.666
O 4.5663 0.0187 -0.6162 -0.538
O 3.2286 -2.3863 0.2012 -0.510
O 3.0272 2.4570 -0.4227 -0.506
O -6.0190 0.3197 -0.0852 -0.528
N -3.8014 0.6474 -0.2009 -0.453
N -1.6099 -0.2829 1.2686 -0.438
C 5.6638 1.2359 1.2226 -0.640
C 3.2686 0.0367 -0.1171 0.138
C -3.7357 0.9106 1.2195 -0.225
C -0.5048 0.1570 1.9207 0.675
C 1.3285 1.2611 0.6383 -0.227
C -7.4261 -1.5686 -0.7270 -0.636
C -2.9062 -0.1813 1.9056 -0.237
C 2.5635 1.2447 -0.0053 0.278
C 2.6657 -1.1531 0.3191 0.292
C -7.2433 -0.0576 -0.7129 -0.067
C 5.5609 -0.0427 0.3999 -0.059
C -4.9153 0.2521 -0.8630 0.895
C 4.0074 -2.6959 -0.9485 -0.051
C 2.7469 2.2023 -2.8342 -0.638
C 3.7942 -4.1688 -1.2675 -0.621
C 3.6805 2.5537 -1.6813 -0.067
C 1.4296 -1.1099 0.9591 -0.265
C -2.5100 0.5289 -0.8398 -0.230
C 0.7768 0.0969 1.1445 -0.104
C -1.6857 -0.5642 -0.1452 -0.227
H 0.8294 2.2098 0.7556 0.226
H 4.5703 1.9197 -1.7170 0.194
H 3.6984 -2.0715 -1.7934 0.181
H -3.4195 -1.1451 1.8239 0.194
H -2.7433 0.0626 2.9564 0.252
H 4.4027 -4.4516 -2.1217 0.212
H -8.0213 0.4284 -0.1204 0.186
H -8.3959 -1.8139 -1.1501 0.215
H -4.7435 0.9439 1.6282 0.241
H 2.7484 -4.3573 -1.4954 0.210
H -7.2540 0.3321 -1.7357 0.200
H 3.9815 3.6030 -1.7392 0.187
H 6.4701 1.1353 1.9441 0.217
H 1.8499 2.8162 -2.7945 0.211
H 4.7348 1.4205 1.7580 0.221
H -6.6503 -2.0266 -1.3355 0.225
H 5.8684 2.0885 0.5797 0.211
H 1.0094 -2.0350 1.3204 0.230
H 5.3639 -0.8933 1.0661 0.175
H 6.4919 -0.2233 -0.1447 0.188
H -3.2501 1.8810 1.3720 0.197
H 5.0690 -2.5086 -0.7488 0.173
H -0.6840 -0.6094 -0.5710 0.234
H -1.9853 1.4873 -0.7618 0.193
H 2.4560 1.1554 -2.7761 0.209
H 4.0763 -4.7752 -0.4113 0.213
H 3.2524 2.3735 -3.7803 0.217
H -2.6735 0.2841 -1.8899 0.250
H -7.3678 -1.9657 0.2838 0.207
H -2.1804 -1.5322 -0.2856 0.198



Entry 2:
8
Properties=species:S:1:pos:R:3:nbo_charge:R:1 method="wB97M-V/def2-TZVPD" total_energy_ha=-817.53376 homo_lumo_gap_ev=10.06 homo_energy_ev=-11.1 molar_mass_g_mol=132.0 de_lowest_kcal_mol=64.2 total_charge=0
P 0.0509 1.2358 -0.1868 0.616
F 1.0922 -0.8766 1.0970 -0.328
F -2.7541 1.2442 -0.0443 -0.423
F 0.9309 -1.1531 -1.0585 -0.351
F 2.5070 0.0168 -0.1412 -0.298
C -1.3285 0.3813 0.0192 -0.204
C 1.2386 -0.2228 -0.0581 0.737
H -1.7370 -0.6257 0.3726 0.251



Entry 3:
7
Properties=species:S:1:pos:R:3:nbo_charge:R:1 method="wB97M-V/def2-TZVPD" total_energy_ha=-5760.25494 homo_lumo_gap_ev=10.55 homo_energy_ev=-10.9 molar_mass_g_mol=236.3 de_lowest_kcal_mol=7.1 total_charge=0 smiles="O=C(Cl)C(Br)Br"
Br 1.2034 -2.2945 0.1806 0.093
Br 1.9997 0.8272 -0.5110 0.077
Cl -1.7769 -0.2357 -1.6631 -0.005
O 0.3740 -1.1172 -2.7918 -0.457
C 0.5762 -0.5689 -0.4105 -0.447
C -0.1112 -0.6481 -1.8248 0.481
H -0.1868 -0.4406 0.3926 0.258



Entry 4:
10
Properties=species:S:1:pos:R:3:nbo_charge:R:1 method="wB97M-V/def2-TZVPD" total_energy_ha=-1675.23446 homo_lumo_gap_ev="7.45 / 10.46" homo_energy_ev="-21.5 / -25.2" spin_multiplicity=2 molar_mass_g_mol=280.0 total_charge=+3
Lu -1.5476 0.9736 4.1732 1.966
F -0.7862 -1.7802 -1.5047 -0.102
O 0.5338 1.0659 -0.2079 -0.346
O -0.5108 1.0362 1.7963 -0.666
O -0.5356 -0.7781 0.3968 -0.402
C 0.8428 0.0942 -1.1581 -0.226
C -0.2211 0.5657 0.7566 1.068
C -0.1380 -0.9628 -0.8142 1.008
H 1.9071 -0.1885 -1.1629 0.355
H 0.4554 -0.0262 -2.2752 0.346



Entry 5:
80
Properties=species:S:1:pos:R:3:mulliken_charge:R:1 method="wB97M-V/def2-TZVPD" total_energy_ha=-5416.82290 homo_lumo_gap_ev=7.73 homo_energy_ev=-10.2 molar_mass_g_mol=619.4 total_charge=+1
Br 0.6408 -3.0881 -2.2508 0.086
Cl 4.9561 -0.4371 3.2919 -0.155
Cl 4.0321 -1.7559 0.8540 -0.105
P 2.0069 2.1535 0.6872 0.968
P -0.0351 -0.9451 2.3094 0.542
O 1.2851 -3.0040 1.2461 -0.064
O -5.6457 0.7134 -4.4675 -0.378
N 1.5159 -0.7112 1.1024 0.067
N 3.6338 1.8631 -2.4692 -0.768
C -2.1235 0.5951 3.1156 -1.368
C 3.3244 -0.1579 2.8011 0.775
C 2.5393 1.3468 -2.1303 -0.376
C -4.5363 1.5571 -4.2091 -0.706
C -2.7305 1.4128 -2.3435 -0.488
C -0.4957 1.9213 -1.1785 -1.782
C -1.2466 1.7760 -2.5099 -1.622
C 0.9467 3.4769 1.3367 -1.391
C -3.3735 0.7602 -3.5886 -0.697
C 0.0253 -2.0033 -0.6658 0.752
C -2.2616 -2.2865 0.3400 -1.019
C -0.0788 0.6106 -0.4344 2.686
C 2.3686 0.2474 -1.1087 -1.409
C 1.5077 -4.3735 0.8604 -0.134
C 1.2824 -2.0062 0.2810 -2.479
C 2.8842 -0.7916 1.7096 0.174
C 0.6015 -1.8368 3.7723 -1.456
C -1.1532 -2.8044 -0.1556 -0.224
C 3.7894 2.4006 0.8858 -1.362
C -6.8052 1.0339 -3.7332 -0.689
C 1.3888 0.5529 0.0717 1.487
C 2.6472 0.8063 3.7143 -1.297
C -0.3934 -0.6445 -1.2682 -3.794
C 2.8719 -4.6946 0.2878 -1.231
C -0.5824 0.6759 2.9880 0.523
H -0.7815 0.5526 0.4010 0.082
H 0.5579 -1.2331 4.6756 0.492
H -0.3275 1.4557 2.2807 -0.938
H 1.9362 1.4431 3.2067 -0.008
H 3.4068 1.4552 4.1497 0.590
H 1.5926 -2.2568 3.6169 0.374
H -7.1693 2.0393 -3.9745 0.302
H -1.0838 -3.8786 -0.2639 0.433
H 0.7229 -4.7284 0.1937 0.183
H -4.2317 1.9817 -5.1691 0.294
H 4.0320 2.7188 1.9025 0.387
H 2.8770 -5.7477 0.0053 0.465
H 1.3686 -4.9323 1.7864 0.508
H -2.5521 -0.1291 2.4180 0.296
H -0.1033 3.2010 1.2758 0.356
H -2.8873 0.7877 -1.4579 0.198
H -1.2089 2.7662 -2.9730 0.543
H 2.0763 -0.6528 -1.6545 0.058
H -1.1786 2.4823 -0.5334 0.476
H 0.3557 2.5808 -1.3277 0.688
H -7.5695 0.3072 -4.0012 0.252
H -2.4305 0.3462 4.1296 0.361
H -0.1348 0.9064 3.9486 0.784
H -0.0860 -2.6782 3.8899 0.488
H 2.1347 -2.1279 -0.3770 1.601
H -3.7592 -0.2287 -3.3385 0.374
H 2.1824 0.3008 4.5577 0.289
H 1.0768 4.3720 0.7279 0.437
H -2.5903 0.6487 -4.3414 0.366
H -0.7379 1.1083 -3.2085 0.540
H -2.5627 1.5587 2.8541 0.389
H -4.8428 2.3700 -3.5417 0.462
H -3.2649 2.3426 -2.1247 0.611
H 1.1674 3.7378 2.3758 0.365
H 4.4138 1.4872 -1.9251 0.289
H 3.3652 0.0436 -0.7190 0.708
H 3.6545 -4.5514 1.0334 0.284
H 3.1284 -4.0920 -0.5838 0.245
H -2.6017 -1.2847 0.0989 0.235
H -6.6281 0.9745 -2.6510 0.280
H -1.4581 -0.7136 -1.4675 0.607
H 4.3358 1.4753 0.7050 0.337
H 4.1517 3.1568 0.1880 0.440
H 0.0900 -0.5125 -2.2318 0.720
H -2.8864 -2.8766 0.9984 0.305
H 1.6636 1.6609 -2.6960 0.388



Entry 6:
12
Properties=species:S:1:pos:R:3:nbo_charge:R:1 method="wB97M-V/def2-TZVPD" total_energy_ha=-285.36497 homo_lumo_gap_ev="7.10 / 7.10" homo_energy_ev="-7.2 / -7.2" molar_mass_g_mol=77.1 de_lowest_kcal_mol=192.5 total_charge=0
O 0.7502 1.2362 -0.1429 -0.366
O 2.1600 1.2203 0.1586 -0.426
N -0.4409 -0.3964 1.3209 -0.721
C -1.4897 -1.0444 1.1956 -0.084
C 0.1252 -0.1398 -1.2435 -0.189
H 0.7878 0.1585 -2.0460 0.195
H 0.3673 -1.1032 -0.8187 0.225
H 0.2623 0.6400 0.7803 0.482
H -2.1218 -1.0132 0.2747 0.073
H -1.8795 -1.7341 1.9556 0.133
H -0.9316 0.0513 -1.3576 0.211
H 2.4105 2.1249 -0.0772 0.468



Entry 7:
14
Properties=species:S:1:pos:R:3:nbo_charge:R:1 method="wB97M-V/def2-TZVPD" total_energy_ha=-685.89128 homo_lumo_gap_ev="6.43 / 6.43" homo_energy_ev="-3.0 / -3.0" molar_mass_g_mol=129.1 de_lowest_kcal_mol=97.9 total_charge=-1
P 2.0189 1.9331 0.7838 2.232
O 2.1860 3.3970 1.0712 -1.074
O 3.0665 0.9655 1.0359 -1.038
C -0.0561 -1.4548 1.3624 -0.398
C -0.5554 -0.8818 0.2509 -0.305
C -0.4371 0.4990 -0.0740 0.019
C 0.4490 1.5874 0.1097 -0.870
C -1.2633 -1.5984 -0.9845 -0.632
H -2.0639 -1.0056 -1.2069 0.183
H -1.6109 -2.5090 -0.7665 0.191
H 0.1031 2.6472 -0.2845 0.245
H -0.5982 -1.7817 -1.7688 0.188
H 0.0038 -2.5635 1.3889 0.103
H -1.2424 0.7657 -0.9177 0.156



Entry 8:
18
Properties=species:S:1:pos:R:3:nbo_charge:R:1 method="wB97M-V/def2-TZVPD" total_energy_ha=-955.96071 homo_lumo_gap_ev=9.40 homo_energy_ev=-8.8 molar_mass_g_mol=124.3 de_lowest_kcal_mol=2.3 total_charge=0 smiles=CCC.CSS
S -0.5618 2.4943 1.8727 0.086
S 0.9497 2.5820 0.4727 -0.131
C -0.4045 -1.3623 -1.6076 -0.393
C -0.3280 0.8540 2.6175 -0.754
C -1.0962 -0.2045 -0.9048 -0.601
C 1.1185 -1.2492 -1.5508 -0.603
H -1.3137 0.4015 2.7563 0.228
H -2.1808 -0.3004 -0.9890 0.206
H -0.7094 -1.4766 -2.6481 0.195
H 1.9799 2.5742 1.3354 0.121
H 1.4453 -0.3195 -2.0167 0.202
H 1.5055 -1.3306 -0.5432 0.198
H -0.7009 -2.2893 -1.0937 0.190
H -0.8065 0.7655 -1.3017 0.205
H 0.2492 0.2197 1.9536 0.234
H 0.1478 0.9670 3.5927 0.220
H 1.5892 -2.0634 -2.1067 0.204
H -0.8832 -0.2624 0.1613 0.193



For reference, strongest force on any atom by record: 0.014; 0.100; 0.043; 0.095; 0.019; 0.049; 0.080; 0.013 Eh/bohr.